{
  "formula": "C8H11ClO4S",
  "method": "ωB97M-V with the def2-TZVPD basis set",
  "e_homo_ha": -0.3255,
  "e_above_lowest_kj_mol": 105.6,
  "lumo_ev": -1.14,
  "smiles": "CO[C@@H]1C=CC=C[C@@]1(OC)S(=O)(=O)Cl",
  "charge": 0,
  "total_energy_ev": -40017.579,
  "homo_lumo_gap_ev": 7.72,
  "symbols": ["C", "O", "C", "C", "C", "C", "C", "C", "O", "C", "S", "O", "O", "Cl", "H", "H", "H", "H", "H", "H", "H", "H", "H", "H", "H"],
  "coordinates": [[-1.233113, -0.249934, -2.401967], [-0.015599, 0.053441, -1.834669], [-0.122095, 0.972003, -0.612698], [0.830185, 2.049786, -0.798270], [2.018796, 1.983848, -0.100113], [2.330402, 0.890064, 0.775147], [1.327984, 0.044386, 1.182457], [-0.005414, 0.134748, 0.665822], [-1.037568, -0.809376, 0.891329], [-0.956840, -2.000173, 1.713769], [-0.789763, 1.717763, 1.854589], [-2.242188, 1.733984, 1.841991], [-0.165614, 2.930520, 1.666565], [-0.384634, 1.073599, 3.815176], [-0.817104, -0.826568, -3.229197], [-1.774322, 0.642318, -2.863694], [-1.909028, -0.793170, -1.746067], [-1.170535, 1.180080, -0.751456], [0.433128, 2.890021, -1.249772], [2.749769, 2.739152, -0.119463], [3.401132, 0.753608, 1.061572], [1.460206, -0.716769, 1.950115], [-2.022307, -2.240381, 2.084015], [-0.290240, -1.910695, 2.553258], [-0.519511, -2.838594, 1.088501]],
  "atomic_forces_ev_per_a": [[-0.4, 0.5, -1.8], [1.6, 1.5, 2.6], [-1.8, -3.8, -2.2], [2.8, -1.0, 3.1], [-2.3, -0.1, -1.7], [-0.6, -1.7, 0.4], [2.0, -0.7, 0.5], [-2.1, 1.0, 1.0], [1.4, 1.0, -0.9], [-0.3, -0.9, -0.8], [-3.9, -3.2, 1.0], [1.0, -0.6, -0.4], [2.5, 3.8, -0.3], [0.3, -0.2, 0.0], [-1.2, -0.5, -0.3], [0.6, -0.8, 0.7], [-0.1, -0.2, 0.0], [-0.4, 1.2, 0.6], [-0.1, 1.6, -1.3], [0.6, 1.1, -0.4], [-1.3, 0.1, 0.2], [0.5, 0.1, -0.2], [1.8, 0.5, -0.8], [0.1, 0.4, 0.5], [-0.8, 0.8, 0.6]]
}